{
  "formula": "C38H32CoF2NP2",
  "method": "wB97M-V/def2-TZVPD",
  "spin_multiplicity": 2,
  "energy_ha": -3787.01201,
  "charge": 1,
  "fmax_ev_per_a": 0.69,
  "species": ["Co", "F", "C", "C", "C", "C", "C", "F", "C", "C", "C", "C", "C", "C", "N", "H", "H", "H", "H", "H", "H", "C", "C", "P", "C", "C", "C", "C", "C", "C", "C", "C", "C", "C", "C", "C", "C", "P", "C", "C", "C", "C", "C", "C", "C", "C", "C", "C", "C", "C", "H", "H", "H", "H", "H", "H", "H", "H", "H", "H", "H", "H", "H", "H", "H", "H", "H", "H", "H", "H", "H", "H", "H", "H", "H", "H"],
  "positions_angstrom": [[-0.5043, 0.5430, 0.1297], [-3.3379, 0.3560, -4.3446], [-3.2871, 0.5637, -3.0216], [-2.0671, 0.4527, -2.3748], [-2.0168, 0.6630, -1.0066], [-3.1787, 1.0212, -0.3049], [-4.3724, 1.0895, -1.0128], [-5.5179, 1.3798, -0.3689], [-4.4622, 0.8646, -2.3692], [-3.0431, 1.2455, 1.1410], [-3.9964, 1.7772, 2.0042], [-3.6942, 1.8922, 3.3481], [-2.4587, 1.4784, 3.8216], [-1.5491, 0.9960, 2.9057], [-1.8275, 0.8942, 1.6015], [-1.1967, 0.2172, -2.9712], [-5.4083, 0.9270, -2.8865], [-4.9578, 2.0847, 1.6287], [-4.4321, 2.2986, 4.0279], [-2.1980, 1.5331, 4.8688], [-0.5637, 0.6641, 3.2080], [1.7339, -1.2461, -2.4298], [1.7502, 0.2735, -2.1558], [2.5850, 0.6929, -0.5445], [3.9556, 1.7860, -1.0304], [5.2391, 1.2637, -0.8824], [6.3516, 2.0064, -1.2651], [6.1843, 3.2785, -1.7874], [4.9070, 3.8139, -1.9302], [3.7999, 3.0696, -1.5558], [1.4525, 1.8995, 0.2701], [1.6611, 2.0610, 1.6441], [0.9936, 3.0488, 2.3619], [0.0724, 3.8676, 1.7304], [-0.1836, 3.6979, 0.3747], [0.5047, 2.7290, -0.3462], [0.4642, -1.9835, -1.9689], [-0.0633, -1.7178, -0.2390], [-1.7227, -2.4674, -0.1393], [-2.3709, -2.4081, 1.0945], [-3.6618, -2.8885, 1.2363], [-4.3247, -3.4323, 0.1399], [-3.6860, -3.5019, -1.0873], [-2.3858, -3.0243, -1.2259], [0.9703, -2.8100, 0.7710], [1.9274, -2.3028, 1.6442], [2.7149, -3.1655, 2.3967], [2.5477, -4.5366, 2.2776], [1.5866, -5.0502, 1.4133], [0.7963, -4.1910, 0.6674], [2.6200, -1.7131, -1.9940], [1.8060, -1.4092, -3.5061], [0.7335, 0.6752, -2.2122], [2.3083, 0.7937, -2.9356], [5.3705, 0.2741, -0.4595], [7.3441, 1.5907, -1.1494], [7.0492, 3.8596, -2.0802], [4.7791, 4.8097, -2.3338], [2.8110, 3.5022, -1.6677], [2.3811, 1.4210, 2.1430], [1.1934, 3.1722, 3.4188], [-0.4500, 4.6319, 2.2910], [-0.9140, 4.3213, -0.1252], [0.3227, 2.6545, -1.4133], [0.5715, -3.0597, -2.1218], [-0.3774, -1.6584, -2.5804], [-1.8643, -1.9839, 1.9553], [-4.1512, -2.8379, 2.2006], [-5.3352, -3.8054, 0.2459], [-4.1938, -3.9302, -1.9418], [-1.9075, -3.0871, -2.1949], [2.0733, -1.2339, 1.7245], [3.4574, -2.7635, 3.0741], [3.1617, -5.2088, 2.8630], [1.4482, -6.1199, 1.3275], [0.0329, -4.5990, 0.0144]],
  "atomic_forces_ev_per_a": [[0.3, 0.2, 0.4], [0.1, 0.0, 0.0], [0.0, 0.0, -0.2], [-0.1, 0.1, 0.0], [0.2, -0.3, 0.2], [-0.3, 0.0, 0.0], [-0.1, 0.1, 0.0], [0.0, 0.0, 0.0], [0.0, 0.0, 0.0], [0.1, 0.0, -0.1], [0.0, -0.1, 0.0], [-0.1, 0.0, 0.1], [0.0, 0.0, 0.0], [0.0, -0.1, -0.2], [0.2, 0.1, 0.1], [0.0, 0.0, 0.0], [0.0, 0.0, 0.0], [0.0, 0.0, 0.0], [0.0, 0.0, 0.0], [0.0, 0.0, 0.0], [0.0, 0.0, 0.0], [-0.1, 0.0, 0.0], [0.0, 0.0, -0.1], [-0.1, -0.3, 0.2], [0.1, 0.0, -0.1], [0.1, 0.1, 0.0], [-0.1, 0.0, 0.0], [0.0, 0.0, 0.0], [0.1, -0.1, 0.0], [0.0, 0.1, 0.0], [0.2, 0.0, 0.0], [-0.1, 0.0, 0.1], [0.1, -0.1, 0.0], [-0.1, 0.0, -0.1], [-0.1, -0.1, 0.1], [-0.1, 0.1, -0.4], [0.1, 0.0, 0.0], [-0.6, 0.3, -0.3], [0.1, -0.1, 0.0], [0.0, 0.0, 0.1], [0.0, 0.0, -0.1], [0.0, 0.0, 0.0], [0.1, 0.0, 0.0], [-0.1, 0.0, -0.1], [0.0, 0.0, 0.1], [0.0, 0.0, 0.0], [0.0, 0.0, 0.0], [0.0, 0.0, 0.0], [0.0, 0.0, 0.0], [0.0, -0.1, 0.0], [0.0, 0.0, 0.1], [0.0, 0.0, 0.0], [0.0, 0.0, 0.1], [0.0, -0.1, -0.1], [0.0, 0.0, 0.0], [0.0, 0.0, 0.0], [0.0, 0.0, 0.0], [0.0, 0.0, 0.0], [0.0, 0.0, 0.0], [0.0, 0.0, 0.0], [0.0, 0.0, 0.0], [0.0, 0.0, 0.0], [0.0, 0.0, 0.0], [0.1, 0.0, 0.0], [0.1, 0.0, -0.1], [0.0, 0.0, 0.0], [0.0, 0.0, 0.0], [0.0, 0.0, 0.0], [0.0, 0.0, 0.0], [0.0, 0.0, 0.0], [0.0, 0.0, 0.0], [0.0, 0.0, 0.0], [0.0, 0.0, 0.0], [0.0, 0.0, 0.0], [0.0, 0.0, 0.0], [0.0, 0.0, 0.0]]
}



{
  "formula": "C38H32GeIrN6O2",
  "method": "wB97M-V/def2-TZVPD",
  "spin_multiplicity": 6,
  "energy_ha": -4127.44412,
  "fmax_ev_per_a": 3.01,
  "species": ["Ir", "O", "C", "O", "C", "C", "C", "N", "C", "C", "C", "C", "C", "C", "C", "N", "C", "C", "C", "C", "C", "N", "H", "H", "H", "H", "H", "H", "H", "H", "H", "H", "C", "C", "N", "C", "C", "C", "C", "C", "C", "C", "N", "C", "C", "C", "C", "C", "C", "C", "C", "N", "C", "H", "H", "H", "H", "H", "H", "H", "H", "H", "H", "H", "H", "C", "Ge", "C", "C", "C", "H", "H", "H", "H", "H", "H", "H", "H", "H", "H"],
  "positions_angstrom": [[0.2873, -0.4246, -0.2376], [1.7027, -0.3460, 6.5455], [0.5358, -0.4863, 6.1604], [-0.5680, -0.6361, 6.7011], [0.4225, -0.5044, 4.5476], [1.4936, -0.9098, 3.7897], [1.3615, -0.9126, 2.3881], [0.1780, -0.5205, 1.8014], [-0.9243, -0.2433, 2.5602], [-0.7814, -0.1603, 3.9552], [-2.2429, -0.1273, 1.9716], [-3.3916, -0.4068, 2.7352], [-4.6375, -0.5371, 2.1826], [-4.7691, -0.4371, 0.7662], [-3.6781, -0.1178, 0.0375], [-2.4475, 0.1257, 0.5961], [2.4042, -1.3459, 1.5098], [3.7318, -1.6084, 1.9176], [4.6591, -2.0398, 1.0124], [4.2834, -2.2174, -0.3466], [3.0021, -1.9124, -0.7085], [2.0725, -1.4960, 0.1683], [2.4077, -1.2297, 4.2636], [-1.6014, 0.1545, 4.5796], [-3.2717, -0.5836, 3.7936], [-5.4971, -0.7606, 2.7972], [-5.7145, -0.6172, 0.2763], [-3.7225, -0.0088, -1.0391], [4.0112, -1.4415, 2.9473], [5.6770, -2.2325, 1.3224], [4.9902, -2.5665, -1.0849], [2.6804, -2.0121, -1.7409], [-2.2403, -3.9684, -0.1570], [-1.4982, -2.8794, 0.2672], [-0.8540, -2.0830, -0.5894], [-0.8983, -2.3517, -1.9309], [-1.6038, -3.4695, -2.4284], [-2.3004, -4.2726, -1.5018], [-1.5563, -3.7426, -3.8113], [-0.7959, -2.9539, -4.6476], [-0.1004, -1.8488, -4.1699], [-0.1833, -1.4830, -2.8182], [0.3987, -0.4028, -2.1991], [1.1024, 0.6458, -2.7269], [1.1567, 1.0669, -4.0900], [2.0340, 2.0504, -4.4658], [2.8609, 2.6757, -3.5276], [2.7410, 2.3894, -2.1510], [3.4819, 3.0469, -1.1465], [3.2760, 2.6981, 0.1995], [2.3398, 1.7620, 0.5280], [1.5784, 1.1360, -0.4269], [1.8120, 1.4000, -1.7513], [-2.7558, -4.5755, 0.5727], [-1.4172, -2.6270, 1.3163], [-2.8635, -5.1261, -1.8556], [-2.0887, -4.6036, -4.1938], [-0.7297, -3.2037, -5.6980], [0.5375, -1.3022, -4.8430], [0.4739, 0.6594, -4.8176], [2.0765, 2.3527, -5.5037], [3.5694, 3.4313, -3.8400], [4.1983, 3.8089, -1.4211], [3.8388, 3.1766, 0.9878], [2.1636, 1.4852, 1.5581], [-0.5738, 2.9729, 2.1766], [-1.2721, 2.6948, 0.3568], [-0.2307, 3.7429, -0.9543], [-3.1451, 3.3294, 0.2650], [-1.4256, 0.7519, -0.2058], [-0.3677, 4.0337, 2.3249], [0.3518, 2.4191, 2.3286], [-1.2942, 2.6472, 2.9246], [-0.5267, 4.7888, -0.8677], [-0.4246, 3.4077, -1.9746], [0.8402, 3.6743, -0.7617], [-3.1885, 4.3919, 0.5070], [-3.7884, 2.7910, 0.9621], [-3.5437, 3.1970, -0.7427], [-1.8184, 0.8278, -1.2249]],
  "atomic_forces_ev_per_a": [[-1.6, 0.5, 0.9], [-0.1, -0.1, 0.2], [-0.2, -0.1, -1.3], [0.3, 0.2, 0.2], [-1.2, 0.5, 1.7], [0.4, -0.3, -2.3], [-1.3, 0.6, 2.2], [0.5, -0.2, 0.2], [-0.2, 0.0, -0.2], [0.9, -0.4, -0.2], [0.1, 0.2, -0.5], [-0.2, 0.0, 0.1], [0.2, 0.0, -0.1], [0.1, 0.0, 0.2], [0.0, 0.0, -0.2], [-0.1, -0.2, 0.6], [1.3, -0.8, -2.3], [-0.9, 0.3, 0.2], [-0.1, -0.3, -1.4], [0.6, 0.1, 1.2], [-0.5, 0.0, 0.0], [1.0, -0.2, 1.6], [0.0, 0.1, 0.2], [0.0, -0.1, 0.2], [0.0, 0.0, 0.0], [0.0, 0.0, 0.0], [0.0, 0.0, -0.1], [0.1, 0.0, 0.0], [0.0, 0.0, 0.0], [0.0, 0.0, 0.0], [0.0, 0.0, 0.0], [-0.1, 0.1, 0.1], [0.6, 1.1, 1.4], [-1.6, -2.1, 1.4], [1.7, 2.0, -0.6], [0.4, 0.4, -1.4], [0.0, 0.0, 0.0], [-0.3, -0.5, -1.1], [-0.1, 0.0, 0.5], [0.4, 0.5, -0.2], [-0.1, -0.3, -0.8], [-0.8, -0.8, 0.8], [0.2, 0.1, -0.9], [0.4, 0.5, 0.3], [-0.1, -0.2, 0.1], [0.1, 0.1, 0.0], [-0.1, -0.1, 0.2], [0.0, 0.0, -0.1], [0.2, 0.2, -0.3], [-0.4, -0.3, 0.4], [0.8, 0.5, 0.4], [-0.7, -0.9, 0.1], [-0.1, -0.1, -1.0], [0.0, 0.1, 0.1], [0.0, -0.1, 0.0], [0.0, 0.0, 0.0], [0.0, 0.0, 0.0], [0.1, 0.0, 0.0], [0.0, 0.0, -0.1], [0.0, -0.1, 0.0], [0.0, 0.0, 0.0], [0.0, 0.0, 0.0], [0.0, 0.0, 0.0], [0.0, 0.0, 0.0], [0.0, -0.1, -0.1], [0.0, -0.2, -0.3], [-0.1, 0.4, 0.0], [-0.1, -0.3, 0.2], [0.2, -0.2, 0.0], [0.6, -0.1, -0.5], [0.0, 0.0, 0.0], [0.0, 0.1, 0.1], [0.0, 0.0, 0.0], [-0.1, 0.0, 0.0], [0.0, 0.0, 0.0], [-0.1, 0.1, 0.0], [0.0, 0.0, 0.0], [0.0, 0.0, 0.0], [0.0, 0.0, 0.0], [-0.1, 0.0, 0.0]]
}



{
  "formula": "C38H33BrN2O2P2Ta",
  "method": "wB97M-V/def2-TZVPD",
  "energy_ha": -5040.82011,
  "charge": 3,
  "fmax_ev_per_a": 0.34,
  "species": ["Ta", "Br", "C", "C", "C", "C", "O", "C", "C", "N", "C", "C", "C", "C", "C", "C", "C", "C", "N", "C", "C", "H", "H", "H", "H", "H", "H", "H", "H", "H", "H", "O", "C", "C", "C", "C", "C", "C", "C", "P", "C", "C", "C", "C", "C", "C", "C", "C", "C", "C", "C", "C", "H", "H", "H", "H", "H", "H", "H", "H", "H", "H", "H", "H", "H", "H", "C", "P", "C", "C", "H", "H", "H", "H", "H", "H", "H", "H", "H"],
  "positions_angstrom": [[0.8809, 0.8798, -0.8350], [4.2931, -5.3815, 1.4555], [3.7275, -3.6839, 0.9043], [4.3668, -2.5441, 1.3956], [3.9608, -1.2756, 1.0171], [2.8805, -1.1554, 0.1687], [2.4436, 0.0842, -0.2000], [2.2463, -2.2826, -0.3852], [1.3365, -2.1651, -1.4862], [0.7059, -1.0831, -1.8383], [0.1772, -1.0099, -3.1666], [-0.3902, -2.0342, -3.8767], [-0.7743, -1.8305, -5.2176], [-0.5574, -0.6293, -5.8353], [0.0265, 0.4423, -5.1204], [0.3393, 1.6947, -5.6981], [0.9256, 2.6726, -4.9344], [1.1498, 2.4347, -3.5776], [0.8658, 1.2712, -2.9910], [0.3528, 0.2524, -3.7659], [2.7048, -3.5576, -0.0119], [5.2012, -2.6581, 2.0756], [4.4667, -0.3948, 1.3836], [1.2531, -3.0417, -2.1258], [-0.5570, -3.0024, -3.4205], [-1.2264, -2.6476, -5.7629], [-0.8214, -0.4882, -6.8756], [0.1259, 1.8678, -6.7464], [1.1997, 3.6303, -5.3531], [1.5580, 3.2126, -2.9457], [2.2563, -4.4423, -0.4474], [1.2336, 2.9453, -0.5924], [0.5733, 2.5340, 0.3835], [-0.0084, 2.9610, 1.5921], [-0.0552, 4.2679, 2.0994], [-0.6187, 4.4643, 3.3432], [-1.0885, 3.3710, 4.0737], [-1.0244, 2.0653, 3.5837], [-0.5091, 1.8465, 2.3213], [-0.1705, 0.2056, 1.5473], [1.0965, -0.4274, 2.6903], [1.0630, -1.7466, 3.1365], [2.0142, -2.1960, 4.0434], [2.9925, -1.3326, 4.5144], [3.0308, -0.0162, 4.0682], [2.0918, 0.4354, 3.1564], [-1.5781, -0.9104, 1.6726], [-2.6477, -0.7497, 2.5524], [-3.6588, -1.6981, 2.5965], [-3.6086, -2.8141, 1.7717], [-2.5463, -2.9809, 0.8923], [-1.5398, -2.0292, 0.8370], [0.3490, 5.0926, 1.5263], [-0.6800, 5.4566, 3.7691], [-1.5022, 3.5394, 5.0604], [-1.3477, 1.2493, 4.2159], [0.2880, -2.4258, 2.8050], [1.9713, -3.2180, 4.3967], [3.7164, -1.6791, 5.2403], [3.7858, 0.6625, 4.4441], [2.1341, 1.4719, 2.8396], [-2.7177, 0.1143, 3.1995], [-4.4858, -1.5658, 3.2812], [-4.3965, -3.5545, 1.8148], [-2.5030, -3.8543, 0.2545], [-0.7079, -2.1733, 0.1580], [-1.9674, 2.6355, -2.4832], [-1.8366, 1.2983, -1.2538], [-2.8053, -0.0679, -1.9501], [-2.9106, 1.8997, 0.0788], [-3.0118, 2.9381, -2.5720], [-1.6287, 2.2950, -3.4611], [-1.3830, 3.5076, -2.1861], [-3.8264, 0.2865, -2.1022], [-2.8263, -0.9018, -1.2459], [-2.4108, -0.4093, -2.9036], [-3.8995, 2.0636, -0.3529], [-2.5534, 2.8454, 0.4848], [-3.0039, 1.1639, 0.8760]],
  "atomic_forces_ev_per_a": [[-0.2, 0.0, 0.1], [0.0, 0.0, 0.0], [0.0, 0.0, 0.0], [0.1, 0.0, 0.1], [0.0, -0.1, 0.0], [0.0, 0.1, 0.0], [0.0, 0.1, 0.0], [0.1, 0.0, 0.1], [0.0, 0.1, 0.1], [0.1, -0.2, 0.0], [-0.1, 0.0, 0.0], [0.0, 0.0, 0.0], [0.0, 0.0, 0.0], [0.0, 0.0, 0.0], [0.0, 0.0, 0.0], [0.0, 0.0, 0.0], [0.0, 0.0, 0.0], [0.0, 0.0, 0.0], [0.0, 0.0, -0.1], [0.0, 0.0, -0.1], [0.0, 0.0, 0.0], [0.0, 0.0, 0.0], [0.0, 0.0, 0.0], [0.0, 0.0, 0.0], [0.0, 0.0, 0.0], [0.0, 0.0, 0.0], [0.0, 0.0, 0.0], [0.0, 0.0, 0.0], [0.0, 0.0, 0.0], [0.0, 0.0, 0.0], [0.0, 0.0, 0.0], [0.0, 0.3, 0.0], [0.0, -0.1, 0.1], [0.0, -0.1, 0.1], [0.0, 0.0, 0.0], [0.0, 0.0, 0.0], [0.0, 0.0, 0.0], [0.0, 0.0, 0.0], [0.1, 0.1, -0.2], [0.3, -0.1, 0.2], [-0.1, 0.0, 0.0], [0.0, -0.1, -0.1], [0.0, 0.0, 0.0], [0.0, 0.0, 0.0], [0.0, 0.0, 0.0], [0.0, 0.1, 0.0], [-0.1, 0.0, -0.2], [0.0, 0.0, 0.1], [0.0, 0.0, 0.0], [0.0, 0.0, 0.0], [0.0, 0.0, 0.0], [0.0, -0.1, 0.1], [0.0, 0.0, 0.0], [0.0, 0.0, 0.0], [0.0, 0.0, 0.0], [0.0, 0.0, 0.0], [0.0, 0.0, 0.0], [0.0, 0.0, 0.0], [0.0, 0.0, 0.0], [0.0, 0.0, 0.0], [0.0, 0.0, 0.0], [0.0, -0.1, 0.0], [0.0, 0.0, 0.0], [0.0, 0.0, 0.0], [0.0, 0.0, 0.0], [0.0, 0.0, 0.0], [-0.1, 0.0, 0.0], [0.0, 0.0, -0.2], [0.0, 0.0, 0.1], [0.0, 0.0, 0.1], [0.0, 0.0, 0.0], [0.0, 0.0, 0.0], [0.0, 0.0, 0.0], [0.0, 0.0, 0.0], [0.0, 0.0, 0.0], [0.1, 0.0, 0.0], [0.0, 0.0, 0.0], [0.0, 0.0, 0.0], [0.0, 0.1, 0.0]]
}